C5H13NO2 | ωB97M-V with the def2-TZVPD basis set

The geometry in XYZ format:
```
21
Properties=species:S:1:pos:R:3:mulliken_charge:R:1
O -2.3250 -0.1032 -0.8707 -0.45
C -2.0940 0.0541 0.2979 0.03
C -1.1077 1.0981 0.7962 -0.35
C 0.0852 0.2936 1.4112 -0.91
C 0.9326 -0.5107 0.4151 -0.27
C 1.9977 0.9624 -1.3449 -0.62
N 2.0556 0.2982 -0.0739 0.04
H -2.7476 -0.4572 1.0370 0.33
H -0.6873 1.6812 -0.0217 0.17
H -1.5306 1.6947 1.6019 0.35
H -0.2748 -0.2933 2.2447 0.45
H 0.7285 1.0223 1.9343 0.38
H 1.4412 -1.3028 0.9764 0.25
H 0.3573 -0.9168 -0.4118 0.28
H 2.8761 1.5967 -1.4563 0.35
H 1.9466 0.3000 -2.2079 0.29
H 1.1016 1.6074 -1.3032 0.30
H 2.5123 0.8407 0.6640 0.36
H -2.5012 -2.4354 -1.1951 0.32
H -1.0667 -2.5934 -1.5829 0.31
O -1.6998 -2.8366 -0.9101 -0.62
```

Its spin multiplicity is 2. Its relative energy (zero: lowest compared OMol25 entry of this formula, charge and spin) is 27.2 kcal/mol. As for the HOMO energy (alpha / beta): -0.4987 / -0.4986 Ha. The strongest force on any atom is 2.2 eV/Å. The energy comes out at -403.2004 hartree. The expectation value of S² is 0.7542. As for the charge: +1. Its HOMO-LUMO gap (alpha / beta) is 10.304 / 5.659 eV.